# 1
{"formula": "C2H5Cl2P", "method": "the ωB97M-V functional and the def2-TZVPD basis", "elements": ["C", "C", "P", "Cl", "Cl", "H", "H", "H", "H", "H"], "positions_angstrom": [[0.86, 1.27, -0.11], [-0.37, -1.23, 0.24], [-0.40, 0.47, 0.95], [1.09, -1.95, 0.99], [-3.03, 0.12, -0.85], [0.46, 2.22, -0.48], [1.17, 0.65, -0.95], [1.73, 1.50, 0.51], [-1.25, -1.80, 0.54], [-0.27, -1.25, -0.84]], "nbo_charge": [-1.04, -0.75, 1.12, -0.04, -0.60, 0.28, 0.25, 0.27, 0.27, 0.26], "e_lumo_ev": [-2.8, -2.7], "e_above_lowest_kcal_mol": 43.0, "e_homo_ev": [-9.4532, -9.5260]}

# 2
{"formula": "C2H5ClIN", "method": "the ωB97M-V functional and the def2-TZVPD basis", "elements": ["C", "N", "Cl", "C", "I", "H", "H", "H", "H", "H"], "positions_angstrom": [[0.39, 0.16, 1.26], [0.58, -0.41, -0.16], [0.22, -2.11, 0.06], [-0.12, 0.25, -1.25], [-2.33, 0.29, -0.98], [1.16, -0.35, 2.00], [0.39, 1.25, 1.16], [-0.66, -0.16, 1.41], [0.22, 1.33, -1.40], [0.15, -0.24, -2.10]], "nbo_charge": [-0.44, -0.41, 0.09, -0.29, -0.04, 0.24, 0.21, 0.21, 0.24, 0.21], "e_lumo_ev": 0.3, "e_above_lowest_kcal_mol": 13.9, "e_homo_ev": -9.2742, "smiles": "CN(Cl)CI"}

# 3
{"formula": "C2H5ClN2", "method": "the ωB97M-V functional and the def2-TZVPD basis", "elements": ["C", "N", "C", "N", "Cl", "H", "H", "H", "H", "H"], "positions_angstrom": [[-1.16, 0.75, 0.07], [-0.80, -0.67, 0.15], [0.75, -0.79, 0.01], [1.47, 0.14, 0.40], [3.18, 0.06, 0.02], [-0.65, 1.12, -0.76], [-2.27, 0.96, 0.14], [-0.59, 1.23, 0.92], [-1.13, -1.13, -0.59], [1.20, -1.67, -0.37]], "nbo_charge": [-0.44, -0.58, 0.24, -0.45, 0.09, 0.19, 0.21, 0.22, 0.35, 0.17], "e_lumo_ev": 0.8, "e_above_lowest_kcal_mol": 50.7, "e_homo_ev": -9.6007, "smiles": "CN/C=N/Cl"}

# 4
{"formula": "C2H5ClN2O2", "method": "the ωB97M-V functional and the def2-TZVPD basis", "elements": ["C", "C", "N", "N", "O", "O", "Cl", "H", "H", "H", "H", "H"], "positions_angstrom": [[1.26, -0.66, -0.77], [1.06, 0.88, -0.46], [-0.24, 1.21, -0.69], [-2.43, -0.60, 1.42], [-2.49, -1.64, 0.92], [-2.99, -0.03, 2.32], [-1.24, 1.16, 0.62], [0.72, -1.06, -0.01], [0.80, -1.07, -1.77], [2.38, -0.81, -0.81], [1.62, 1.20, 0.42], [1.56, 1.42, -1.19]], "nbo_charge": [-0.59, -0.30, -0.34, 0.52, -0.27, -0.33, 0.26, 0.20, 0.22, 0.22, 0.19, 0.21], "e_lumo_ev": [-0.8, -1.0], "e_above_lowest_kcal_mol": 109.1, "e_homo_ev": [-9.4217, -9.2943]}

# 5
{"formula": "C2H5ClNO", "method": "the ωB97M-V functional and the def2-TZVPD basis", "elements": ["O", "C", "N", "C", "H", "H", "H", "H", "H", "Cl"], "positions_angstrom": [[1.19, 1.10, 1.84], [0.58, 0.54, 0.93], [-0.43, -0.35, 1.18], [0.88, 0.77, -0.53], [-0.93, -0.82, 0.42], [-0.67, -0.55, 2.15], [1.70, 1.50, -0.62], [-0.01, 1.17, -1.06], [1.19, -0.17, -1.03], [-3.50, -3.19, -3.27]], "nbo_charge": [-0.64, 0.67, -0.83, -0.72, 0.41, 0.40, 0.23, 0.24, 0.24, -1.00], "e_lumo_ev": 3.1, "e_above_lowest_kcal_mol": 0.0, "e_homo_ev": -3.6111, "charge": -1}

# 6
{"formula": "C2H5ClO2", "method": "the ωB97M-V functional and the def2-TZVPD basis", "elements": ["C", "C", "O", "O", "Cl", "H", "H", "H", "H", "H"], "positions_angstrom": [[-0.35, -0.48, 0.00], [0.87, 0.31, -0.40], [1.01, 1.54, 0.11], [2.07, -0.66, 0.26], [3.59, -0.11, -0.16], [-0.60, -1.22, -0.75], [-0.14, -0.99, 0.94], [-1.20, 0.19, 0.13], [1.10, 0.34, -1.46], [0.83, 1.53, 1.06]], "nbo_charge": [-0.68, 0.41, -0.67, -0.62, 0.19, 0.23, 0.24, 0.23, 0.18, 0.48], "e_lumo_ev": 0.8, "e_above_lowest_kcal_mol": 45.9, "e_homo_ev": -9.6977, "smiles": "C[C@@H](O)OCl"}

# 7
{"formula": "C2H5ClO2S2", "method": "the ωB97M-V functional and the def2-TZVPD basis", "elements": ["C", "C", "O", "O", "S", "S", "Cl", "H", "H", "H", "H", "H"], "positions_angstrom": [[-0.70, 0.42, -0.51], [-0.68, -0.62, 0.48], [3.11, 0.03, -1.54], [2.89, -1.60, 0.39], [-0.06, -2.15, 0.44], [3.66, -0.33, -0.28], [3.16, 1.12, 1.12], [-0.07, 0.28, -1.36], [-1.78, 0.78, -0.95], [-0.32, 1.37, -0.09], [-1.36, -0.36, 1.36], [1.95, -1.88, 0.14]], "nbo_charge": [-0.72, -0.18, -0.90, -0.93, 0.02, 1.57, -0.31, 0.24, 0.26, 0.26, 0.20, 0.49], "e_lumo_ev": -1.0, "e_above_lowest_kcal_mol": 1.0, "e_homo_ev": -9.5273}

# 8
{"formula": "C2H5ClO3", "method": "the ωB97M-V functional and the def2-TZVPD basis", "elements": ["C", "C", "O", "O", "Cl", "H", "H", "H", "O", "H", "H"], "positions_angstrom": [[-0.70, 0.36, -0.98], [0.67, 0.96, -0.80], [1.19, 1.97, -1.12], [1.29, -0.14, -0.17], [2.88, 0.25, 0.18], [-1.27, 1.22, -1.44], [-0.63, -0.50, -1.75], [-1.14, -0.04, 0.06], [-0.96, -1.47, 1.75], [-1.24, -1.60, 2.59], [-0.10, -1.01, 1.68]], "nbo_charge": [-0.76, 0.80, -0.52, -0.55, 0.23, 0.24, 0.26, 0.29, -0.95, 0.47, 0.49], "e_lumo_ev": 0.2, "e_above_lowest_kcal_mol": 42.8, "e_homo_ev": -10.9721, "smiles": "CC(=O)OCl.O"}

# 9
{"formula": "C2H5CoO2", "method": "the ωB97M-V functional and the def2-TZVPD basis", "elements": ["C", "H", "H", "C", "O", "Co", "H", "O", "H", "H"], "positions_angstrom": [[-0.92, -0.62, -0.27], [-1.10, -1.07, 0.71], [-1.56, -1.06, -1.04], [-1.06, 0.83, -0.21], [-0.09, 1.58, 0.03], [1.71, 1.46, 0.27], [-2.07, 1.24, -0.07], [2.02, -0.44, 0.03], [2.46, -0.99, 0.71], [0.60, -0.93, -0.15]], "nbo_charge": [-0.44, 0.32, 0.32, 0.49, -0.69, 1.72, 0.27, -0.94, 0.54, 0.40], "spin_multiplicity": 5, "e_lumo_ev": [-10.6, -13.7], "e_homo_ev": [-21.5141, -22.2375], "charge": 2}

# 10
{"formula": "C2H5F2P", "method": "the ωB97M-V functional and the def2-TZVPD basis", "elements": ["C", "C", "F", "F", "H", "H", "P", "H", "H", "H"], "positions_angstrom": [[-4.17, -0.19, -0.20], [-3.18, 0.00, 0.61], [-1.89, -0.08, 0.31], [-3.37, 0.32, 1.86], [-5.21, -0.23, -0.03], [-3.68, -0.55, -1.14], [1.34, -1.30, -0.87], [1.36, -0.35, -1.86], [1.86, -2.09, -1.94], [-0.04, -1.78, -1.35]], "nbo_charge": [-0.60, 0.75, -0.31, -0.31, 0.24, 0.22, 0.01, -0.01, 0.00, 0.00], "e_lumo_ev": 0.9, "e_above_lowest_kcal_mol": 42.7, "e_homo_ev": -10.2055, "smiles": "C=C(F)F.P"}

# 11
{"formula": "C2H5FIN", "method": "the ωB97M-V functional and the def2-TZVPD basis", "elements": ["C", "C", "N", "F", "I", "H", "H", "H", "H", "H"], "positions_angstrom": [[0.38, -0.40, -0.97], [-0.41, 0.11, 0.13], [0.16, -0.16, 1.37], [-0.39, 1.83, -0.07], [-2.46, -0.26, -0.11], [-0.20, -0.10, -1.90], [1.49, -0.12, -0.87], [0.49, -1.46, -0.98], [-0.15, 0.46, 2.02], [1.09, 0.09, 1.39]], "nbo_charge": [-0.71, 0.38, -0.81, -0.53, 0.18, 0.25, 0.23, 0.25, 0.38, 0.37], "e_lumo_ev": 0.4, "e_above_lowest_kcal_mol": 18.8, "e_homo_ev": -9.8651}

# 12
{"formula": "C2H5FIN", "method": "the ωB97M-V functional and the def2-TZVPD basis", "elements": ["C", "N", "C", "F", "I", "H", "H", "H", "H", "H"], "positions_angstrom": [[-1.07, 0.81, 0.06], [-0.20, -0.28, -0.46], [0.81, -0.81, 0.15], [1.02, -2.15, -0.19], [3.00, 0.27, 0.06], [-1.16, 0.97, 1.21], [-0.77, 1.79, -0.47], [-2.15, 0.56, -0.17], [-0.34, -0.44, -1.39], [0.87, -0.72, 1.21]], "nbo_charge": [-0.44, -0.61, 0.45, -0.35, -0.30, 0.23, 0.22, 0.22, 0.40, 0.19], "e_lumo_ev": 0.3, "e_above_lowest_kcal_mol": 18.8, "e_homo_ev": -8.8800, "smiles": "CN[C@@H](F)I"}

| no. | molecular weight (g/mol) | electronic energy (eV) |
| --- | --- | --- |
| 1 | 130.9 | -36486.8955 |
| 2 | 205.4 | -24266.4011 |
| 3 | 92.5 | -17655.3748 |
| 4 | 124.5 | -21745.4444 |
| 5 | 94.5 | -18217.7813 |
| 6 | 96.5 | -18770.2924 |
| 7 | 160.6 | -40441.3718 |
| 8 | 112.5 | -20817.9291 |
| 9 | 120.0 | -43852.3796 |
| 10 | 98.0 | -16876.6358 |
| 11 | 189.0 | -14462.2276 |
| 12 | 189.0 | -14462.2266 |